Record 1
One molecule with the formula C3H7NS2, computed with the ωB97M-V functional and the def2-TZVPD basis.

- LUMO (eV) = 0.6
- net charge = 0
- ΔE to the lowest compared entry with this formula, charge and spin (eV) = 0.8823
- calculated total energy (eV) = -26384.293
- structure (SMILES) = CNC(=S)SC
- Kohn-Sham gap (eV) = 9.07

```
13
C3H7NS2 | the Open Molecules 2025 dataset | the ωB97M-V functional and the def2-TZVPD basis
C -1.106 0.104 2.244
C 0.135 -0.123 0.101
C 1.319 0.056 -2.437
H -0.897 -0.810 2.907
H -2.214 0.329 2.509
H -0.531 0.926 2.691
H -1.922 -0.195 0.194
H 1.035 0.189 -3.465
H 1.837 -0.862 -2.303
H 2.090 0.857 -2.278
N -1.004 -0.126 0.727
S 1.578 -0.404 0.785
S -0.319 0.061 -1.674
```

---

Record 2
A 2-piece molecular cluster, C3H6N2O2S overall, computed with the ωB97M-V functional and the def2-TZVPD basis.

- LUMO (eV) = 0.1
- net charge = 0
- ΔE to the lowest compared entry with this formula, charge and spin (eV) = 5.1934
- calculated total energy (eV) = -21114.656
- Kohn-Sham gap (eV) = 9.75

```
14
C3H6N2O2S | the Open Molecules 2025 dataset | the ωB97M-V functional and the def2-TZVPD basis
C 1.677 0.220 -0.272
C -0.472 0.142 0.932
C -2.955 -0.304 -0.155
H 2.755 -1.667 -0.581
H 3.149 -0.265 -1.272
H 0.165 1.668 -0.606
H -0.847 -0.674 1.553
H 0.013 0.900 1.420
H -2.715 -1.080 0.581
N 2.841 -0.629 -0.382
N 1.597 1.567 -0.444
O 0.471 -0.560 0.092
O -4.021 -0.438 -0.773
S -1.658 1.120 -0.092
```